(1)
{"formula": "C3H12NOS", "method": "ωB97M-V/def2-TZVPD", "symbols": ["S", "N", "C", "H", "H", "H", "C", "H", "H", "H", "H", "O", "H", "H", "C", "H", "H", "H"], "coordinates": [[0.42205, -1.48041, -1.93408], [1.46142, -0.05117, 0.46404], [-0.04592, -0.31131, 0.54959], [1.98628, -0.57462, 1.15748], [1.69360, 0.93011, 0.56204], [-1.53636, -0.61831, 2.04336], [-0.46315, -0.46826, 2.01023], [-0.00959, -1.35821, 2.44521], [1.73060, -0.39486, -0.48709], [-1.43116, -1.58011, -0.45014], [-0.67161, 3.30766, -2.98860], [-0.98220, 2.70789, -2.29192], [-0.51274, 0.59229, 0.15522], [-0.15395, -0.32633, -2.29889], [-0.35265, -1.54572, -0.28788], [-0.19296, 0.40464, 2.57927], [-0.93018, 3.19823, -1.46947], [-0.01147, -2.43153, 0.24163]], "atomic_forces_ev_per_a": [[0.2, -0.2, 0.1], [-0.4, -0.3, -0.3], [0.2, 0.2, 0.7], [0.0, -0.2, 0.2], [0.1, 0.2, 0.0], [-0.2, 0.1, 0.1], [0.2, -0.4, -0.7], [0.1, 0.0, 0.1], [0.1, 0.2, 0.1], [0.1, -0.2, 0.3], [-0.2, -0.2, 0.3], [0.3, -0.2, -0.2], [0.1, -0.2, -0.3], [-0.1, 0.1, -0.1], [-0.3, 0.7, -0.4], [0.0, 0.3, 0.4], [-0.1, 0.3, 0.0], [0.0, -0.2, -0.2]], "e_lumo_ev": -3.4, "total_charge": 1, "homo_ev": -13.7, "gap_ev": 10.36}

=====

(2)
{"formula": "C3H12NOS", "method": "ωB97M-V/def2-TZVPD", "symbols": ["H", "H", "S", "N", "H", "C", "H", "H", "H", "H", "O", "H", "C", "H", "H", "H", "H", "C"], "coordinates": [[0.44435, -3.40551, -1.67308], [0.59135, -1.96541, -2.24394], [-1.42712, 0.09834, -1.45653], [-0.29619, -0.77709, 1.26064], [-0.33813, 2.21527, -1.30535], [-0.55768, 1.47241, -0.54498], [1.62570, -0.14192, 1.76604], [0.33369, 0.91578, 2.30628], [-0.17339, -1.34417, 0.40891], [1.56105, 0.71766, -0.41580], [0.57167, -2.46129, -1.44358], [-2.19922, 0.90977, -2.10149], [0.76867, 1.19901, 0.15988], [-1.24249, -0.39612, 1.22402], [1.20041, 2.15795, 0.40888], [-0.27133, -1.41493, 2.05643], [-1.28976, 1.88721, 0.13613], [0.69842, 0.33304, 1.45753]], "atomic_forces_ev_per_a": [[0.2, 0.9, 0.0], [-0.1, 0.4, -1.1], [1.3, -0.6, 0.9], [-0.3, -0.3, 0.5], [-0.1, 0.1, 0.0], [0.1, -0.1, -0.6], [0.2, 0.2, -0.3], [-0.1, -0.1, -0.1], [0.3, 0.0, -0.2], [-0.5, 0.0, -0.7], [-0.2, -1.2, 1.4], [-0.9, 0.8, -0.7], [0.6, -1.3, 0.9], [-0.1, 0.0, -0.2], [0.0, 0.3, 0.3], [0.0, -0.1, 0.0], [0.0, 0.2, 0.3], [-0.5, 0.7, -0.4]], "e_lumo_ev": -3.2, "total_charge": 1, "homo_ev": -13.2, "gap_ev": 9.94}

=====

(3)
{"formula": "C3H12NS", "method": "ωB97M-V/def2-TZVPD", "symbols": ["H", "H", "N", "H", "C", "H", "S", "H", "H", "H", "H", "C", "C", "H", "H", "H", "H"], "coordinates": [[2.65001, -1.02151, 0.77370], [3.07605, -0.05175, 2.20607], [2.11632, 1.00949, 0.75611], [-1.80581, -0.07651, -2.39266], [-2.08093, -1.26702, 0.01599], [-1.82155, -1.86554, 0.88757], [-0.67784, -0.13344, -0.25370], [-3.00292, -0.73279, 0.21336], [1.48195, 0.97230, -0.04933], [1.88843, 1.80360, 1.33040], [-0.46117, 1.11235, -2.36669], [2.29108, -0.30688, 1.50081], [-1.27378, 0.66712, -1.81071], [1.38421, -0.60398, 2.00839], [-2.16772, -2.00557, -0.77704], [-2.00081, 1.39821, -1.46557], [3.02125, 1.20162, 0.32501]], "atomic_forces_ev_per_a": [[-0.2, -0.2, 0.0], [0.0, -0.5, 0.3], [0.8, -0.7, -1.0], [0.2, -0.1, -0.2], [0.7, -0.4, 0.5], [-0.1, 0.2, 0.2], [-0.6, -0.2, -0.9], [0.0, 0.1, -0.1], [-0.5, -0.3, 0.5], [-0.4, 0.3, 0.5], [0.1, 0.1, -0.1], [0.3, 1.1, 0.0], [-0.5, -0.2, 1.2], [-0.1, 0.0, -0.2], [-0.1, 0.3, -0.3], [0.1, 0.3, -0.4], [0.1, 0.2, 0.1]], "e_lumo_ev": -3.6, "total_charge": 1, "homo_ev": -12.4, "gap_ev": 8.74}

=====

(4)
{"formula": "C3H12NS", "method": "ωB97M-V/def2-TZVPD", "symbols": ["H", "C", "H", "S", "H", "N", "H", "H", "H", "H", "H", "C", "H", "C", "H", "H", "H"], "coordinates": [[-1.30432, -1.84491, -0.20783], [1.55559, -0.20253, -1.50553], [2.14870, -0.30568, -0.59476], [-0.21272, 0.00742, -1.31321], [-1.04953, -2.05785, -2.21158], [0.06087, 0.28712, 2.15064], [1.78960, -1.02797, -2.20289], [0.09178, -2.39236, -0.92568], [-1.52974, 1.67941, 2.16597], [0.13492, 2.40560, 2.15692], [-0.01667, -0.50116, 2.80257], [-0.51874, 1.63251, 2.54774], [1.89014, 0.64691, -2.12204], [-0.82639, -1.80192, -1.17586], [-0.25891, 0.21639, 1.16853], [-0.53999, 1.72636, 3.63114], [1.08529, 0.33871, 2.08483]], "atomic_forces_ev_per_a": [[-1.8, -0.1, -0.7], [0.2, 0.3, -2.0], [-0.3, 0.1, 0.2], [0.3, -1.8, 0.0], [-1.3, -0.2, 0.4], [1.3, 1.0, -0.7], [-0.4, -0.2, 0.6], [-0.3, 0.5, -0.6], [-0.1, 0.1, -0.1], [-0.1, 0.0, -0.2], [-1.2, -0.1, -0.3], [0.1, 0.0, 1.1], [0.0, 0.3, 0.7], [3.6, 1.0, 0.6], [0.0, -1.2, 1.0], [0.0, -0.1, 0.0], [0.0, 0.5, 0.0]], "e_lumo_ev": [-7.6, -12.7], "total_charge": 2, "homo_ev": [-20.7, -21.1], "multiplicity": 2, "gap_ev": [13.08, 8.43]}

=====

(5)
{"formula": "C3H12NSi", "method": "ωB97M-V/def2-TZVPD", "symbols": ["H", "H", "H", "H", "H", "N", "H", "H", "C", "H", "H", "C", "H", "H", "H", "Si", "C"], "coordinates": [[-0.48591, -1.91429, 0.47525], [-0.36056, 2.00545, -0.68711], [2.63188, 1.24665, 0.31544], [1.75447, -0.26032, -1.50731], [-1.67182, 0.07356, 1.51684], [-0.08416, -0.00132, 0.01918], [-0.34248, 0.73557, -1.89700], [2.32735, -1.21524, 0.92104], [-0.66364, 0.99791, -0.93002], [-1.55438, -1.24510, -0.95022], [-0.63009, 1.50495, 1.48914], [-0.53934, -1.42293, -0.47908], [0.22313, -1.83414, -1.19149], [-0.06883, -0.13617, 2.27043], [-1.82644, 1.14251, -0.75677], [1.90124, -0.06321, -0.00587], [-0.61043, 0.38613, 1.39755]], "atomic_forces_ev_per_a": [[-0.6, -1.2, -0.1], [0.8, 0.2, 0.1], [-0.9, -0.9, 0.0], [0.9, -0.1, 0.8], [0.6, 0.1, -0.4], [0.3, 0.4, 0.5], [-0.2, -0.2, -1.4], [-0.6, 0.8, -0.8], [-2.0, 1.0, 1.7], [1.2, -0.8, 0.8], [0.5, -1.1, 0.0], [0.3, 1.9, 0.3], [-0.9, 0.5, 0.6], [-0.4, 0.9, -1.6], [2.2, -1.1, -0.7], [-0.7, 0.2, -0.8], [-0.5, -0.7, 1.1]], "smiles": "C[N+](C)(C)[SiH3]", "e_lumo_ev": -3.6, "total_charge": 1, "homo_ev": -16.3, "gap_ev": 12.75}

=====

(6)
{"formula": "C3H12O2S", "method": "ωB97M-V/def2-TZVPD", "symbols": ["H", "H", "H", "H", "H", "H", "C", "O", "H", "H", "O", "C", "H", "H", "C", "H", "H", "S"], "coordinates": [[6.00987, -2.36323, -2.79371], [-2.42126, -0.61244, 0.77195], [-1.75905, 2.01600, 2.13711], [0.63809, 2.22971, -0.97090], [4.89680, -3.36084, -3.20471], [-1.98943, -0.30003, 2.46105], [-1.79149, -0.00924, 1.42595], [5.05702, -2.53161, -2.76976], [0.43809, 3.25524, 0.50710], [-0.76834, -0.33795, 1.27321], [-0.45270, -2.66205, -0.74992], [0.17494, 2.33098, 0.00601], [-3.23649, 1.67919, 1.28168], [-0.03242, -1.98042, -0.22740], [-2.16460, 1.47304, 1.28012], [0.45509, 1.45557, 0.58093], [-1.39321, -2.49227, -0.73778], [-1.66090, 2.21033, -0.27092]], "atomic_forces_ev_per_a": [[-0.4, -0.3, -0.1], [0.0, -0.1, 0.0], [0.1, 0.2, -0.2], [0.1, 0.3, 0.0], [0.1, -0.5, -0.3], [-0.2, -0.2, 0.0], [-1.1, -0.2, 0.5], [0.3, 0.8, 0.4], [0.1, 0.0, 0.0], [0.3, 0.7, -0.3], [0.3, -0.5, -0.2], [-1.2, -0.5, -0.4], [-0.1, -0.5, 0.2], [-0.1, 0.2, 0.1], [0.7, -0.2, 0.2], [0.2, 0.0, 0.2], [-0.2, 0.2, 0.1], [1.1, 0.4, -0.2]], "smiles": "CCSC.O.O", "e_lumo_ev": 0.9, "total_charge": 0, "homo_ev": -8.6, "gap_ev": 9.46}

=====

(7)
{"formula": "C3H12O2S", "method": "ωB97M-V/def2-TZVPD", "symbols": ["C", "H", "C", "H", "H", "H", "O", "C", "H", "S", "H", "H", "O", "H", "H", "H", "H", "H"], "coordinates": [[-0.53653, 0.79690, 2.21940], [-2.41696, -0.27428, 2.32565], [1.30902, -0.66043, 0.59494], [-0.81544, 1.82590, 2.48891], [1.07491, -0.99521, -0.50751], [2.38195, -0.81541, 0.70286], [-1.10356, 1.22473, -2.27118], [-1.70323, -0.00112, 1.56283], [-2.19268, 0.56453, 0.75882], [0.93991, 0.97335, 1.19314], [1.78785, -1.33242, -2.88315], [-0.14006, 0.13212, 2.97024], [1.38791, -0.57911, -3.30880], [-1.36484, -0.85151, 0.98541], [-0.43185, 1.59062, -1.56541], [-0.73030, 0.35173, -2.44601], [0.71212, -1.46240, 1.30879], [1.84179, -0.48800, -4.12893]], "atomic_forces_ev_per_a": [[-0.4, -1.6, -1.4], [-0.3, -0.2, 0.1], [-1.6, -3.4, 0.1], [0.2, -0.6, 0.4], [0.0, 1.2, 2.0], [-0.1, -0.1, 0.2], [2.0, 0.9, 2.2], [0.4, 1.4, -0.8], [-0.1, 0.3, 0.5], [0.2, 1.2, -1.1], [0.2, -0.4, 0.2], [-0.3, 0.5, 1.2], [-0.7, 0.2, 0.9], [0.3, -0.6, 0.5], [-2.0, -1.0, -2.0], [0.1, 0.1, -0.2], [1.7, 1.8, -1.8], [0.5, 0.2, -1.0]], "smiles": "CCSC.O.O", "e_lumo_ev": 0.5, "total_charge": 0, "homo_ev": -8.5, "gap_ev": 9.03}

=====

(8)
{"formula": "C3H12O2S2", "method": "ωB97M-V/def2-TZVPD", "symbols": ["C", "H", "S", "H", "O", "H", "H", "C", "C", "H", "H", "H", "H", "H", "H", "S", "O", "H", "H"], "coordinates": [[1.92379, -0.39641, 1.16110], [2.86303, -1.60110, 2.70422], [2.12457, -1.89367, 0.05626], [2.22046, 0.43948, 0.51375], [-2.23822, 3.53257, 0.15206], [-0.44367, -1.86412, -1.94370], [0.03095, -0.33687, -2.78194], [0.07669, -0.91498, -1.85674], [2.88939, -0.58630, 2.34032], [-5.09635, -0.97337, -1.26099], [-1.73544, 3.74525, -0.64076], [-3.09110, 3.27345, -0.21253], [-4.33807, 0.21237, -0.67930], [0.87418, -0.15254, 1.22737], [-0.28393, -0.32090, -1.01199], [1.94779, -1.18372, -1.79150], [-4.22596, -0.69864, -0.96227], [2.59295, 0.13334, 3.09589], [3.90895, -0.41385, 1.89075]], "atomic_forces_ev_per_a": [[0.8, -0.2, -2.0], [-0.1, -0.2, 0.4], [0.1, 0.0, 1.3], [0.6, -0.2, 0.2], [-0.1, -0.1, -0.3], [0.0, 0.0, 0.0], [-0.6, 0.0, 0.1], [1.5, 0.2, -0.6], [-0.1, 0.7, -1.5], [-0.1, 0.0, 0.0], [0.2, 0.1, 0.1], [-0.1, 0.0, 0.2], [0.0, 0.0, 0.0], [-0.4, -0.6, 1.2], [0.2, -0.2, -0.2], [-1.6, 0.5, -0.3], [0.1, 0.0, 0.0], [0.5, 0.0, 0.4], [-0.9, 0.0, 0.9]], "smiles": "CCSSC.O.O", "e_lumo_ev": 0.3, "total_charge": 0, "homo_ev": -8.4, "gap_ev": 8.66}

=====

Calculated largest force on an atom in order - 0.87, 1.84, 1.47, 3.78, 2.78, 1.33, 3.75, 2.14 eV/A